[1]
128
Properties=species:S:1:pos:R:3:lowdin_charge:R:1 method="wB97M-V/def2-TZVPD" e_homo_ev="-8.037 / -8.148" orbital_gap_ev="8.4 / 8.5" e_tot_ha=-2250.90960 spin_multiplicity=2
C 3.112 0.420 2.952 -0.093
C 1.809 1.063 3.644 -0.250
O 1.022 1.858 2.741 -0.186
C 0.228 0.959 1.935 -0.164
C -0.362 1.610 0.623 -0.330
C 0.780 2.166 -0.393 -0.218
N 1.630 3.217 0.180 0.013
C -1.300 2.854 0.947 -0.078
C -2.793 2.479 1.374 -0.418
C -2.831 2.143 2.929 -0.035
C -3.647 3.853 1.230 -0.068
N -3.475 1.498 0.500 -0.097
O -3.925 2.062 -0.597 -0.050
C -2.684 0.279 0.201 -0.416
C -2.851 -0.888 1.296 -0.054
C -3.380 -0.356 -1.114 -0.061
C -1.176 0.507 -0.204 -0.065
H 2.952 0.527 1.839 0.060
H 3.126 -0.671 3.249 0.075
H 4.042 0.970 3.252 0.050
H 1.166 0.292 4.169 0.118
H 2.188 1.770 4.444 0.121
H 0.793 0.021 1.627 0.131
H -0.605 0.596 2.626 0.113
H 1.455 1.282 -0.651 0.114
H 0.328 2.489 -1.388 0.106
H 2.327 2.865 0.833 0.000
H 1.105 4.009 0.547 0.057
H -1.314 3.579 0.070 0.097
H -0.837 3.434 1.804 0.124
H -3.875 2.409 3.299 0.090
H -2.135 2.807 3.535 0.100
H -2.620 1.070 3.188 0.061
H -3.317 4.486 2.119 0.085
H -4.745 3.646 1.394 0.086
H -3.421 4.406 0.280 0.058
H -3.933 -1.064 1.566 0.102
H -2.167 -0.769 2.177 0.046
H -2.517 -1.841 0.768 0.068
H -4.499 -0.429 -1.012 0.088
H -3.048 0.170 -2.060 0.080
H -3.009 -1.429 -1.228 0.083
H -0.610 -0.467 -0.138 0.130
H -1.182 0.851 -1.290 0.120
C -0.755 -5.745 3.561 -0.106
C -1.918 -5.754 2.575 -0.280
C -2.204 -4.372 1.981 -0.181
C -2.564 -3.413 3.073 -0.239
N -2.842 -2.681 3.931 0.150
H -0.965 -5.111 4.426 0.069
H -0.569 -6.754 3.936 0.069
H 0.161 -5.385 3.085 0.078
H -2.811 -6.131 3.082 0.094
H -1.691 -6.449 1.764 0.089
H -3.033 -4.432 1.272 0.118
H -1.328 -3.996 1.447 0.113
C 5.284 1.569 -1.521 -0.103
C 6.198 2.725 -1.131 -0.254
C 6.510 2.758 0.367 -0.172
C 5.246 2.918 1.147 -0.166
N 4.259 3.042 1.745 0.176
H 4.307 1.648 -1.036 0.062
H 5.111 1.568 -2.600 0.077
H 5.728 0.609 -1.247 0.019
H 5.728 3.666 -1.431 0.113
H 7.136 2.642 -1.689 0.099
H 7.176 3.593 0.596 0.117
H 7.005 1.835 0.678 0.092
C -0.365 5.163 -2.975 -0.110
C -0.295 6.677 -2.800 -0.265
C 0.224 7.092 -1.421 -0.177
C -0.685 6.570 -0.356 -0.194
N -1.394 6.163 0.470 0.171
H -1.063 4.708 -2.268 0.061
H -0.711 4.913 -3.980 0.075
H 0.619 4.706 -2.830 0.073
H -1.290 7.100 -2.964 0.113
H 0.362 7.094 -3.567 0.108
H 0.269 8.180 -1.346 0.113
H 1.230 6.699 -1.255 0.117
C 10.364 -0.985 -2.385 -0.109
C 9.999 0.307 -1.661 -0.266
C 9.212 0.063 -0.370 -0.175
C 7.930 -0.641 -0.679 -0.208
N 6.934 -1.192 -0.918 0.156
H 9.475 -1.533 -2.704 0.072
H 10.948 -0.765 -3.281 0.074
H 10.960 -1.639 -1.743 0.079
H 9.416 0.940 -2.336 0.107
H 10.915 0.852 -1.421 0.110
H 8.986 1.014 0.117 0.097
H 9.794 -0.545 0.326 0.122
C -6.330 2.172 -3.016 -0.110
C -6.858 3.586 -2.803 -0.266
C -7.452 4.199 -4.074 -0.189
C -6.407 4.281 -5.140 -0.226
N -5.593 4.345 -5.966 0.128
H -5.512 2.152 -3.740 0.073
H -5.944 1.767 -2.079 0.051
H -7.122 1.507 -3.374 0.077
H -6.044 4.216 -2.434 0.112
H -7.626 3.565 -2.025 0.109
H -7.827 5.204 -3.867 0.111
H -8.286 3.594 -4.439 0.115
C 0.045 -1.266 -4.364 -0.109
C 1.379 -1.239 -3.627 -0.269
C 1.926 -2.636 -3.331 -0.180
C 0.963 -3.385 -2.463 -0.219
N 0.217 -3.966 -1.787 0.131
H -0.734 -1.746 -3.768 0.066
H -0.290 -0.248 -4.578 0.073
H 0.132 -1.802 -5.314 0.077
H 1.252 -0.684 -2.693 0.097
H 2.106 -0.691 -4.232 0.108
H 2.886 -2.564 -2.815 0.115
H 2.081 -3.194 -4.258 0.117
C -3.552 -10.971 4.507 -0.113
C -4.088 -9.559 4.714 -0.269
C -4.689 -8.957 3.442 -0.182
C -3.647 -8.874 2.373 -0.218
N -2.835 -8.810 1.546 0.153
H -2.736 -10.989 3.781 0.071
H -3.161 -11.370 5.445 0.073
H -4.340 -11.642 4.155 0.077
H -3.277 -8.921 5.078 0.109
H -4.854 -9.579 5.494 0.109
H -5.070 -7.953 3.643 0.112
H -5.520 -9.568 3.082 0.117

=====

[2]
43
Properties=species:S:1:pos:R:3:lowdin_charge:R:1 method="wB97M-V/def2-TZVPD" e_homo_ev="-12.972 / -14.574" orbital_gap_ev="6.1 / 6.4" e_tot_ha=-2810.56157 spin_multiplicity=5 total_charge=+2
Rh 0.246 0.489 0.573 0.377
C -1.307 -3.185 5.253 -0.311
S -1.274 -3.741 3.519 1.006
C -1.444 -2.321 2.690 -0.392
S 0.801 1.137 2.560 0.384
N -1.617 -1.483 1.894 0.019
N -1.493 -0.470 1.109 -0.169
C -2.638 0.078 0.583 -0.020
C -2.483 1.297 -0.105 -0.266
C -3.565 2.008 -0.649 0.017
C -3.345 3.241 -1.219 -0.010
C -2.052 3.766 -1.237 -0.014
C -1.026 3.013 -0.711 -0.114
N -1.212 1.795 -0.184 -0.048
H -1.189 -4.106 5.822 0.055
H -2.265 -2.731 5.483 0.057
H -0.475 -2.520 5.456 0.053
H -3.592 -0.397 0.759 0.138
H -4.558 1.584 -0.595 0.132
H -4.172 3.802 -1.633 0.131
H -1.843 4.745 -1.642 0.125
H -0.015 3.399 -0.685 0.101
C 0.709 -2.009 -2.049 -0.519
C 1.488 -2.540 -0.851 -0.447
S 1.549 -1.512 0.658 0.850
C 3.212 -0.795 0.675 -0.479
C 3.431 0.243 -0.401 -0.442
S 2.124 1.531 -0.402 0.859
C 1.823 1.730 -2.190 -0.465
C 0.892 0.730 -2.855 -0.514
S 1.618 -0.906 -3.158 0.937
H -0.235 -1.548 -1.751 0.066
H 0.441 -2.875 -2.657 0.085
H 2.524 -2.751 -1.119 0.093
H 1.046 -3.476 -0.506 0.084
H 3.940 -1.601 0.581 0.107
H 3.315 -0.379 1.679 0.073
H 3.423 -0.213 -1.388 0.043
H 4.379 0.759 -0.250 0.104
H 2.817 1.717 -2.640 0.097
H 1.450 2.748 -2.305 0.077
H 0.602 1.143 -3.823 0.090
H -0.031 0.605 -2.287 0.047